1.
Below is 8 unconnected molecules or ions with the total composition H16O8 in a non-equilibrium geometry, with properties calculated with the ωB97M-V functional and the def2-TZVPD basis.

Output
HOMO level = -10.40 eV
E = -16639.79722 eV
SMILES string = O.O.O.O.O.O.O.O
Frontier orbital gap = 10.203 eV
ΔE to the lowest compared entry with this formula, charge and spin = 2.213 eV
Charge = 0

XYZ file:
```
24
Properties=species:S:1:pos:R:3:forces:R:3
O 5.44035 -15.38583 0.65532 -0.6717 -1.0285 0.3071
H 6.25678 -14.97158 0.37589 0.5098 0.3935 -0.0667
H 4.97129 -14.69764 1.12714 -0.1299 0.2420 -0.1928
O 7.62404 -13.99207 0.05486 0.0705 0.3307 -0.0758
H 8.25596 -13.51592 0.59355 0.1546 -0.0416 0.2528
H 7.96853 -13.92426 -0.83563 0.0481 -0.1080 -0.3443
O 6.00197 -18.03404 -0.20533 0.3182 -0.3759 -0.2537
H 5.55581 -17.26653 0.15259 -0.3983 0.6681 0.1025
H 6.12116 -18.61458 0.54634 -0.0167 -0.2297 0.1431
O 8.73556 -16.87920 0.00243 0.6181 0.3626 0.1370
H 7.78744 -16.74902 -0.01661 -0.3724 -0.2302 -0.0890
H 8.84873 -17.82792 -0.05546 -0.0859 -0.1802 -0.0964
O 3.99816 -12.24319 -0.56795 0.5249 0.6605 -0.5847
H 4.68229 -12.54341 0.03044 0.0039 -0.1957 -0.0877
H 3.18562 -12.58374 -0.19374 -0.3156 -0.2940 0.2289
O 3.00903 -17.24368 2.03415 -0.1654 -0.0428 -0.0618
H 3.92857 -16.98913 2.11087 0.3570 0.1104 -0.1535
H 2.61290 -16.96388 2.85940 -0.1578 -0.0259 0.2190
O 4.78814 -12.97824 2.05256 -0.1844 -0.1916 0.2886
H 5.18920 -12.11368 2.14157 0.0315 0.3716 -0.0749
H 4.96534 -13.41208 2.88719 0.1624 -0.1268 0.3394
O 2.08058 -13.64944 0.79793 -0.2444 -0.0799 -0.0221
H 1.14399 -13.53346 0.95793 -0.2983 0.0125 -0.0820
H 2.44891 -13.84438 1.65964 0.2418 -0.0013 0.1672
```
Forces are in eV/Å.

---

2.
Below is 6 unconnected molecules or ions with the total composition C31H68ClNO12P in a non-equilibrium geometry, with properties calculated with the ωB97M-V functional and the def2-TZVPD basis.

Output
HOMO level (spin up / spin down) = -8.62 / -8.63 eV
E = -81107.94130 eV
2S+1 = 2
Frontier orbital gap (spin up / spin down) = 9.068 / 8.753 eV
Charge = 0

XYZ file:
```
114
Properties=species:S:1:pos:R:3:forces:R:3
C 2.85518 3.22247 4.40848 -0.4137 -0.4664 -6.8290
C 2.85979 3.02232 3.09613 -1.8591 1.1396 6.5209
C 2.35578 2.87274 1.54666 0.4207 0.0810 2.9720
P 3.97068 2.94772 0.49341 0.2075 0.7095 -1.2738
O 4.93910 4.28569 0.98712 -0.0224 -2.4456 0.4776
Cl 5.13907 1.23197 1.02032 -0.6992 0.9731 0.3732
C 1.36873 4.10628 1.15024 1.1411 -0.4323 -0.8956
C -0.19953 3.82040 1.42660 -0.7146 3.2493 -0.5137
C -0.96528 3.64766 0.00866 0.2120 -0.1623 0.5111
C -0.79488 5.21066 2.07495 0.8008 0.1857 0.1063
N -0.48680 2.74988 2.43244 2.2769 0.1885 0.4925
O -0.25707 3.13043 3.67584 -0.7465 -0.4827 -1.6977
C 0.13120 1.43134 2.09236 0.6583 -3.2308 0.3346
C -0.85334 0.45294 1.20390 -0.5827 0.1038 1.5055
C 0.45808 0.55361 3.44715 -0.0657 -0.8629 -1.0334
C 1.52569 1.51030 1.27613 0.3188 0.3914 -1.1443
H 2.72483 3.55013 5.51352 0.6107 -0.9372 -2.6659
H 5.85340 3.94254 1.20754 -1.4301 0.5809 -0.1742
H 1.47899 4.23203 -0.00801 -0.1463 -0.2113 1.9606
H 1.77489 5.07685 1.61798 -0.8906 -1.5824 -0.5215
H -2.11135 3.67487 0.22686 2.0598 -0.1967 -0.6384
H -0.66145 4.52375 -0.70026 -0.6467 -1.4816 1.4613
H -0.63276 2.66797 -0.49359 -0.7639 1.4560 0.6632
H -0.08392 5.60341 2.91390 -1.4267 -0.9631 -1.4010
H -1.83334 5.00314 2.52016 1.5547 0.4641 -0.7724
H -0.81134 6.06420 1.28098 -0.1793 -1.7246 1.1721
H -1.46370 -0.15819 1.99180 0.9678 1.0594 -1.4773
H -0.23059 -0.31092 0.61006 -0.9808 1.3500 0.6952
H -1.62787 1.03283 0.58582 1.4275 -0.9178 0.6604
H 1.52150 0.73772 3.84779 -1.9308 0.1120 -0.4039
H 0.45108 -0.55543 3.07682 0.0493 1.9555 0.6815
H -0.37239 0.62330 4.23627 1.4666 0.1526 -1.1815
H 2.17210 0.54860 1.41794 -1.2828 1.7901 0.0915
H 1.24796 1.51060 0.13987 0.6503 0.1818 1.8548
C 1.27687 -3.69861 -0.27862 0.0526 0.1090 0.0958
O 0.97325 -2.54812 -1.05618 0.0427 -0.2649 -0.1631
C 1.46207 -2.65190 -2.39289 -0.3987 0.3930 0.0908
C 0.33964 -2.98790 -3.36912 0.3544 -0.4580 -0.0105
O -0.15475 -4.30828 -3.15363 -0.0653 0.3212 0.1964
C -1.39539 -4.31405 -2.45967 -0.0453 -0.0993 -0.0728
H 0.71844 -3.63700 0.65730 0.0119 0.1151 -0.0775
H 0.99279 -4.62079 -0.79250 0.0313 0.0299 -0.0238
H 2.34683 -3.71785 -0.04860 0.0054 -0.1617 0.0098
H 2.27252 -3.38750 -2.45716 -0.1378 -0.0227 -0.0074
H 1.87707 -1.67290 -2.65590 0.0062 -0.0311 -0.0456
H 0.73926 -2.95954 -4.38810 0.0170 0.0510 0.0140
H -0.46969 -2.25076 -3.30537 0.0766 -0.0477 0.1018
H -2.19393 -3.95843 -3.11778 -0.0817 0.0548 0.0983
H -1.35667 -3.69432 -1.55869 0.0093 0.0105 -0.0469
H -1.61891 -5.34113 -2.16301 0.1161 0.0534 -0.1037
C -5.15332 -3.70794 -5.02703 0.0902 -0.0483 0.1120
O -4.46166 -2.89759 -4.08523 -0.2564 0.1301 -0.2767
C -4.44679 -1.52105 -4.46213 0.1031 -0.1053 0.5301
C -5.45926 -0.71427 -3.65599 -0.1440 0.0350 -0.5257
O -6.79669 -1.07766 -3.99425 0.2063 -0.2062 0.2801
C -7.39300 -1.91619 -3.01446 -0.0711 0.0203 -0.1244
H -5.29054 -4.69876 -4.59057 0.0997 0.0988 0.0394
H -6.13624 -3.29531 -5.26918 0.0467 0.0253 -0.0155
H -4.55803 -3.80598 -5.94034 -0.0901 -0.0184 -0.0695
H -4.62162 -1.40819 -5.53848 -0.0923 -0.0001 0.1132
H -3.44174 -1.14347 -4.24490 -0.0298 0.0455 -0.0123
H -5.34397 0.34536 -3.90605 0.0474 -0.0158 0.0119
H -5.28266 -0.82622 -2.57968 0.0227 -0.0924 -0.1079
H -7.61637 -1.33762 -2.11296 0.0084 -0.0750 0.0804
H -6.74692 -2.76148 -2.75951 -0.0003 0.0643 0.0173
H -8.32896 -2.30644 -3.41979 0.0929 0.1326 -0.0403
C -2.85962 -4.28234 6.25870 -0.1582 0.0038 -0.0688
O -3.73673 -3.34073 5.65425 0.4028 0.0545 0.0985
C -3.28418 -1.99673 5.81518 -0.3757 -0.0917 -0.3943
C -2.64694 -1.46905 4.53413 0.3724 0.0079 0.4108
O -1.41991 -2.14079 4.25236 -0.3580 -0.1523 -0.0863
C -1.55790 -3.10825 3.22436 0.1161 -0.0187 0.0470
H -3.15798 -5.28227 5.93906 -0.0832 0.1196 -0.0005
H -1.82137 -4.11668 5.95904 -0.0175 0.0329 0.0384
H -2.94424 -4.22220 7.34838 0.1113 -0.0396 0.0239
H -2.59141 -1.91568 6.66097 0.0305 -0.0174 -0.1454
H -4.16651 -1.39034 6.04591 0.0543 0.0302 -0.0137
H -2.40624 -0.40976 4.67142 -0.0584 0.0081 0.0119
H -3.34077 -1.54863 3.68876 0.0137 -0.0832 0.1079
H -1.68331 -2.60898 2.25839 -0.0653 -0.0810 -0.0983
H -2.40526 -3.77556 3.40774 0.0042 0.0587 -0.0274
H -0.64599 -3.70858 3.19162 -0.0185 0.1386 0.0658
C -0.57337 10.47337 -1.91812 0.0514 0.0327 -0.1601
O 0.34166 9.89426 -2.83946 -0.1097 -0.1650 0.3776
C 1.23448 8.97459 -2.21196 -0.0517 -0.0237 -0.5482
C 0.82519 7.53100 -2.48434 0.0386 0.0991 0.5278
O -0.40344 7.21010 -1.83271 -0.0338 0.0930 -0.3154
C -1.50338 7.19492 -2.73215 -0.0489 -0.0054 0.1439
H -1.33615 11.01005 -2.48481 0.1343 -0.0376 -0.0458
H -1.06550 9.71273 -1.30619 0.0476 0.0132 0.0167
H -0.04958 11.18547 -1.27261 -0.0760 -0.0115 0.0924
H 1.30173 9.16750 -1.13484 -0.0831 -0.0944 -0.0715
H 2.22509 9.14808 -2.64553 -0.0093 -0.0545 0.0386
H 1.58906 6.86469 -2.07036 0.0332 0.0302 -0.0279
H 0.75978 7.33802 -3.56160 -0.0326 0.1169 0.0829
H -1.44249 6.31703 -3.38265 -0.0464 0.0305 -0.0992
H -1.53928 8.10315 -3.34088 0.0435 -0.0608 0.0040
H -2.42416 7.13360 -2.14803 0.1512 -0.0368 0.0401
C 7.45201 -6.94684 0.84703 0.0983 0.0100 -0.1389
O 7.26987 -6.89081 -0.56189 -0.3043 0.0264 0.2935
C 5.92663 -7.18047 -0.94725 0.3263 0.2596 -0.3720
C 5.16532 -5.90805 -1.30384 -0.2645 -0.2543 0.4080
O 4.95153 -5.09342 -0.15197 0.3087 0.0567 -0.2028
C 5.83927 -3.98488 -0.10291 -0.0746 -0.0150 0.1307
H 8.43510 -6.53519 1.08171 -0.0453 -0.0535 -0.1288
H 6.69469 -6.36155 1.37530 -0.0143 -0.0470 -0.0172
H 7.41737 -7.98748 1.18475 -0.0371 0.0228 0.1109
H 5.40690 -7.74251 -0.16246 0.0022 0.1448 -0.0243
H 5.98204 -7.81894 -1.83538 -0.0558 0.0229 0.0154
H 4.17738 -6.18468 -1.68637 0.0243 -0.0280 -0.0310
H 5.68452 -5.34718 -2.08997 0.0528 -0.0815 0.1096
H 5.56098 -3.24889 -0.86349 0.0950 0.0562 -0.0294
H 6.87840 -4.29329 -0.25097 -0.0574 0.0071 -0.0435
H 5.75371 -3.51934 0.88131 -0.1021 -0.0931 -0.0840
```
Forces are in eV/Å.